The following is a DFT calculation (the ωB97M-V functional and the def2-TZVPD basis) of a structure of composition C22H28N5NbO at a distorted geometry.

Net charge: +4
Kohn-Sham gap in eV: 6.17
Maximum force in eV/Å: 11.7
LUMO level in eV: -15.604
Highest occupied orbital energy in eV: -21.7716

Structure (XYZ):
```
57
C22H28N5NbO the ωB97M-V functional and the def2-TZVPD basis
Nb -1.35 0.26 -0.01
C 1.27 0.01 1.01
C 1.58 1.41 0.43
C 1.10 1.70 -0.98
C 1.94 2.33 -1.89
C 1.45 2.66 -3.15
C 0.13 2.35 -3.47
C -0.64 1.74 -2.50
N -0.19 1.42 -1.28
N -0.07 -0.20 1.57
C -0.42 0.68 2.69
C -1.86 1.17 2.62
C -2.49 1.64 3.78
C -3.78 2.15 3.69
C -4.41 2.18 2.45
C -3.72 1.71 1.35
N -2.47 1.22 1.41
C -0.38 -1.60 1.86
C -0.69 -2.40 0.62
C -0.29 -3.73 0.50
C -0.63 -4.42 -0.67
C -1.35 -3.77 -1.66
C -1.71 -2.45 -1.45
N -1.40 -1.76 -0.33
H 2.00 -0.20 1.80
H 1.46 -0.73 0.21
H 2.68 1.50 0.43
H 1.23 2.22 1.07
H 2.96 2.58 -1.62
H 2.09 3.15 -3.88
H -0.28 2.59 -4.44
H -1.68 1.48 -2.69
H 0.20 1.58 2.72
H -0.25 0.17 3.64
H -1.98 1.61 4.74
H -4.29 2.51 4.57
H -5.42 2.57 2.35
H -4.16 1.72 0.36
H -1.28 -1.68 2.49
H 0.44 -2.06 2.43
H 0.27 -4.22 1.28
H -0.33 -5.46 -0.79
H -1.63 -4.28 -2.58
H -2.27 -1.89 -2.19
C 3.49 -1.21 -2.38
N 2.68 -0.64 -1.32
C 3.30 -0.11 -0.13
C 1.30 -0.60 -1.43
O 0.53 -0.15 -0.60
H 4.55 -1.16 -2.13
H 3.30 -0.65 -3.30
H 3.19 -2.25 -2.53
H 4.39 -0.21 -0.17
H 2.93 -0.65 0.75
H 3.03 0.94 -0.02
H 0.94 -1.04 -2.38
H -2.98 0.29 -0.82
```



The following is a DFT calculation (the ωB97M-V functional and the def2-TZVPD basis) of a cluster of 7 separate species, C33H74BCl2N16O7 in total at a distorted geometry.

Net charge: +1
Kohn-Sham gap in eV: 5.89
Maximum force in eV/Å: 4.4
LUMO level in eV: -3.494
Highest occupied orbital energy in eV: -9.3788

Structure (XYZ):
```
133
C33H74BCl2N16O7 the ωB97M-V functional and the def2-TZVPD basis
C -3.60 4.59 4.27
C -2.36 3.79 4.03
C -1.79 3.35 2.54
N -0.50 2.58 2.79
C -0.34 1.21 2.59
N 0.95 0.45 2.75
C 1.95 1.04 3.68
C 3.39 0.25 3.76
C 4.65 1.08 3.75
C 1.46 0.13 1.37
C 0.34 -0.25 0.25
C 1.02 -1.51 -0.62
C 2.44 -1.04 -1.38
C 2.96 -2.13 -2.49
C 2.28 -3.62 -2.38
C 2.87 -1.42 -3.96
C 2.47 -2.39 -5.21
C 0.86 -2.20 -5.59
C 0.34 -0.87 -6.11
C -1.28 -0.53 -6.22
C 1.35 0.37 -6.56
C -0.18 0.96 -0.72
Cl -0.36 0.47 -2.54
C 0.55 2.41 -0.58
C -0.63 3.55 -0.92
Cl 1.91 2.77 -1.78
C -1.02 -0.73 1.11
B -0.94 -2.24 1.73
C -0.08 -2.62 3.12
O -1.64 -3.40 1.10
N -1.48 0.36 2.04
C -2.52 0.00 3.03
C -3.98 -0.49 2.38
C -5.27 0.30 3.00
N -6.39 -0.75 3.16
H -4.69 4.21 4.09
H -3.46 5.66 4.73
H -1.75 3.44 4.98
H -1.53 4.28 1.84
H -2.62 2.74 1.98
H 0.31 3.18 3.13
H 1.52 1.05 4.79
H 2.22 2.17 3.40
H 3.52 -0.92 3.83
H 5.36 1.18 2.81
H 4.91 1.73 4.72
H 2.22 0.97 1.08
H 2.13 -0.85 1.52
H 0.26 -2.02 -1.34
H 1.45 -2.37 0.09
H 2.36 -0.01 -1.91
H 3.27 -0.97 -0.54
H 4.12 -2.29 -2.28
H 1.20 -3.60 -2.88
H 2.89 -4.44 -3.01
H 2.13 -4.02 -1.30
H 2.15 -0.48 -4.02
H 3.95 -0.98 -4.20
H 3.05 -1.97 -6.16
H 2.80 -3.51 -5.11
H 0.05 -3.04 -5.47
H -1.54 0.14 -5.27
H -1.37 0.22 -7.15
H -1.96 -1.48 -6.33
H 1.15 1.24 -5.77
H 2.49 0.11 -6.46
H 1.08 0.83 -7.60
H -1.32 1.19 -0.45
H 0.94 2.69 0.48
H -1.61 3.35 -0.29
H -0.90 3.53 -2.08
H -0.22 4.59 -0.56
H -1.86 -0.80 0.26
H -0.49 -2.07 4.07
H -0.14 -3.79 3.37
H 1.08 -2.38 3.00
H -1.04 -4.19 1.30
H -2.18 -0.70 3.93
H -2.83 1.01 3.60
H -3.95 -0.24 1.22
H -4.10 -1.68 2.43
H -5.68 1.04 2.15
H -5.07 0.89 3.99
H -7.14 -0.39 3.79
H -6.74 -0.92 2.19
C -3.80 3.08 -2.51
O -2.88 3.86 -2.31
N -5.10 3.45 -2.44
N -3.60 1.79 -2.82
H -5.87 2.82 -2.60
H -5.29 4.41 -2.21
H -2.65 1.47 -2.89
H -4.35 1.13 -2.99
C 4.59 2.80 -5.24
O 3.56 2.66 -5.88
N 4.60 3.19 -3.95
N 5.81 2.59 -5.77
H 5.44 3.31 -3.41
H 3.71 3.36 -3.52
H 5.85 2.30 -6.74
H 6.67 2.71 -5.26
C -9.21 2.50 -1.78
O -8.60 2.23 -2.80
N -10.56 2.47 -1.71
N -8.60 2.86 -0.64
H -11.08 2.69 -0.88
H -11.05 2.20 -2.55
H -7.59 2.91 -0.64
H -9.10 3.09 0.21
C 7.27 0.99 -0.47
O 7.90 1.50 -1.38
N 5.93 0.93 -0.46
N 7.86 0.45 0.61
H 5.39 0.52 0.28
H 5.44 1.33 -1.25
H 8.87 0.47 0.64
H 7.36 0.03 1.37
C 4.20 -1.60 6.99
O 4.83 -1.09 6.07
N 2.86 -1.66 7.00
N 4.80 -2.14 8.07
H 2.32 -2.08 7.74
H 2.38 -1.27 6.20
H 5.81 -2.12 8.10
H 4.29 -2.57 8.83
C -1.03 -7.36 1.25
O -0.43 -6.33 1.52
N -0.50 -8.58 1.45
N -2.27 -7.36 0.72
H -0.98 -9.44 1.23
H 0.43 -8.62 1.84
H -2.70 -6.47 0.55
H -2.78 -8.20 0.49
```



The following is a DFT calculation (the ωB97M-V functional and the def2-TZVPD basis) of the molecule C11H21N3O3 at a distorted geometry.

SMILES string: NCCCC[C@H](N)C(=O)N1CCC[C@H]1C(=O)O
Kohn-Sham gap in eV: 9.34
ΔE to the lowest compared entry with this formula, charge and spin in kcal per mole: 25.9
Maximum force in eV/Å: 2.9
LUMO level in eV: 0.447
Highest occupied orbital energy in eV: -8.8909

Structure (XYZ):
```
38
C11H21N3O3 the ωB97M-V functional and the def2-TZVPD basis
C -0.06 1.16 0.65
C 1.37 1.56 0.28
C -1.04 1.36 -0.53
C -2.53 1.06 -0.24
C -2.70 -0.34 0.36
C -4.17 -0.96 0.26
C 1.79 -0.84 -0.29
C 1.37 -1.73 0.90
C 2.99 -1.43 -1.05
C 3.87 -0.22 -1.39
C 3.61 0.70 -0.23
H -0.13 1.73 2.54
H -0.30 2.91 1.53
H -0.03 0.11 0.93
H -0.91 2.41 -0.88
H -0.71 0.73 -1.36
H -3.13 1.18 -1.14
H -2.94 1.77 0.47
H -2.02 -1.04 -0.16
H -2.41 -0.35 1.38
H -4.14 -2.01 0.59
H -4.78 -0.40 0.96
H -4.30 -1.26 -1.82
H -5.81 -0.95 -1.04
H 0.91 -0.84 -1.04
H 2.68 -2.07 -1.90
H 3.62 -2.09 -0.43
H 3.56 0.18 -2.35
H 4.96 -0.39 -1.44
H 4.16 0.44 0.67
H 3.77 1.76 -0.47
H 2.18 -2.47 2.40
N -0.60 1.98 1.70
N -4.82 -0.76 -1.06
N 2.22 0.52 0.02
O 1.75 2.71 0.38
O 0.33 -2.33 1.05
O 2.41 -1.79 1.73
```



The following is a DFT calculation (the ωB97M-V functional and the def2-TZVPD basis) of the molecule C29H50O2.

SMILES string: Cc1c(C)c2c(c(C)c1O)CC[C@](C)(CCC[C@H](C)CCC[C@H](C)CCCC(C)C)O2
Kohn-Sham gap in eV: 8.10
ΔE to the lowest compared entry with this formula, charge and spin in kcal per mole: 5.8
Maximum force in eV/Å: 0.6
LUMO level in eV: 0.590
Highest occupied orbital energy in eV: -7.5073

Structure (XYZ):
```
81
C29H50O2 the ωB97M-V functional and the def2-TZVPD basis
C 0.15 0.45 5.54
C 1.11 0.19 4.42
C 1.10 -1.02 3.74
C 2.02 -1.26 2.72
C 2.96 -0.29 2.37
C 2.94 0.95 3.02
C 2.03 1.17 4.05
O 2.01 2.35 4.75
H 2.75 2.90 4.45
C 3.89 2.06 2.62
H 4.70 2.16 3.35
H 3.36 3.01 2.55
H 4.33 1.87 1.65
C 3.99 -0.59 1.31
C 4.05 -2.09 1.03
H 4.64 -2.29 0.13
C 2.64 -2.67 0.88
C 2.71 -4.18 0.69
H 3.28 -4.43 -0.20
H 1.71 -4.59 0.60
H 3.19 -4.64 1.55
C 1.81 -2.01 -0.24
C 2.45 -2.03 -1.62
H 2.68 -3.05 -1.91
C 1.56 -1.38 -2.69
H 1.36 -0.35 -2.39
H 2.13 -1.35 -3.63
C 0.23 -2.09 -2.96
C 0.44 -3.54 -3.37
H 0.87 -4.12 -2.55
H 1.10 -3.61 -4.23
H -0.51 -4.00 -3.63
C -0.55 -1.36 -4.07
C -1.12 -0.01 -3.65
H -0.31 0.66 -3.36
C -1.91 0.63 -4.80
H -1.23 0.78 -5.64
C -2.58 1.97 -4.47
C -1.55 3.03 -4.07
H -1.14 2.83 -3.08
H -2.00 4.02 -4.05
H -0.73 3.05 -4.78
C -3.66 1.81 -3.39
C -4.58 3.03 -3.29
H -4.92 3.30 -4.29
H -4.02 3.88 -2.89
C -5.81 2.78 -2.42
H -6.44 3.68 -2.45
H -6.39 1.96 -2.87
C -5.53 2.43 -0.96
C -6.85 2.15 -0.24
H -6.67 1.86 0.79
H -7.48 3.03 -0.24
H -7.39 1.34 -0.73
C -4.78 3.55 -0.24
H -4.67 3.30 0.82
H -3.79 3.68 -0.66
H -5.33 4.48 -0.32
H -4.93 1.52 -0.92
H -4.27 0.94 -3.64
H -3.19 1.64 -2.43
H -3.07 2.31 -5.39
H -2.68 -0.07 -5.12
H -1.77 -0.15 -2.79
H -1.37 -1.99 -4.40
H 0.11 -1.22 -4.94
H -0.39 -2.06 -2.06
H 3.39 -1.47 -1.60
H 1.60 -0.97 0.05
H 0.85 -2.53 -0.26
O 1.95 -2.49 2.11
H 4.53 -2.59 1.87
H 4.97 -0.26 1.65
H 3.75 -0.05 0.39
C 0.10 -2.09 4.11
H 0.20 -2.93 3.44
H -0.91 -1.70 4.05
H 0.27 -2.42 5.13
H -0.88 0.42 5.17
H 0.25 -0.31 6.32
H 0.34 1.43 5.97
```



The following is a DFT calculation (the ωB97M-V functional and the def2-TZVPD basis) of the molecule CH4ClNOS at a distorted geometry.

Kohn-Sham gap in eV: 10.46
ΔE to the lowest compared entry with this formula, charge and spin in kcal per mole: 5.3
Maximum force in eV/Å: 1.4
LUMO level in eV: 0.333
Highest occupied orbital energy in eV: -10.1231

Structure (XYZ):
```
9
CH4ClNOS the ωB97M-V functional and the def2-TZVPD basis
C 0.65 0.02 0.88
N -0.23 0.76 0.00
O -1.69 -1.21 -0.26
S -1.35 -0.01 -0.95
Cl -0.10 -0.65 -2.60
H 0.12 -0.89 1.16
H 1.59 -0.24 0.39
H 0.86 0.60 1.78
H 0.16 1.61 -0.38
```